{"formula": "C5H9AgO2", "method": "ωB97M-V/def2-TZVPD", "relative_energy_kj_mol": 124.5, "total_energy_ha": -492.9097, "charge": 1, "spin_multiplicity": 2, "lumo_energy_ev": [-5.66, -6.11], "s2": 0.78, "elements": ["O", "Ag", "C", "O", "C", "C", "H", "H", "H", "H", "H", "C", "C", "H", "H", "H", "H"], "coordinates": [[-6.563, -0.469, 1.701], [-6.918, -2.491, 3.560], [-5.414, -0.529, 2.301], [-4.294, -0.437, 1.766], [-6.858, -0.306, 0.273], [-8.219, -0.920, 0.072], [-6.825, 0.775, 0.097], [-6.104, -0.802, -0.348], [-8.898, -0.714, 0.910], [-8.639, -0.561, -0.875], [-8.131, -2.016, 0.044], [-3.459, 0.195, 0.181], [-3.271, -0.820, -0.779], [-4.142, 1.001, -0.102], [-2.547, 0.599, 0.639], [-4.080, -1.096, -1.456], [-2.345, -1.396, -0.799]]}

***

{"formula": "C5H9AuMgO3", "method": "ωB97M-V/def2-TZVPD", "relative_energy_kj_mol": 62.1, "total_energy_ha": -756.9313, "charge": 1, "spin_multiplicity": 4, "lumo_energy_ev": [-4.16, -5.88], "s2": 3.76, "elements": ["O", "Mg", "C", "C", "O", "C", "C", "O", "C", "Au", "H", "H", "H", "H", "H", "H", "H", "H", "H"], "coordinates": [[-2.560, -1.005, 0.612], [-3.407, -2.493, -0.480], [-1.694, -0.192, 2.679], [-1.606, -0.673, 1.424], [-0.388, -0.704, 0.731], [0.565, 0.335, 0.930], [1.459, 0.326, -0.286], [0.622, 0.334, -1.441], [1.314, 0.636, -2.649], [-0.954, -0.929, -1.236], [-2.053, 0.821, 2.843], [-1.139, -0.690, 3.471], [1.153, 0.145, 1.838], [0.051, 1.302, 1.030], [2.097, -0.571, -0.310], [2.100, 1.219, -0.280], [0.598, 0.533, -3.472], [1.690, 1.667, -2.612], [2.152, -0.062, -2.793]]}

***

{"formula": "C5H9BN2", "method": "ωB97M-V/def2-TZVPD", "relative_energy_kj_mol": 243.2, "total_energy_ha": -330.1759, "lumo_energy_ev": -0.98, "elements": ["B", "C", "C", "C", "C", "C", "N", "N", "H", "H", "H", "H", "H", "H", "H", "H", "H"], "coordinates": [[-2.158, 0.132, 0.421], [-1.762, -1.142, -0.273], [0.461, -0.746, -0.063], [0.095, 0.674, -0.197], [1.691, -1.144, 0.754], [1.234, 1.620, -0.812], [-0.539, -1.559, -0.319], [-1.053, 1.045, 0.104], [-3.132, 0.363, -0.252], [-2.349, 0.322, 1.688], [-2.519, -1.555, -0.977], [1.810, -2.224, 0.641], [2.505, -0.623, 0.472], [1.408, -0.899, 1.789], [0.812, 1.994, -1.731], [1.241, 2.528, -0.157], [2.257, 1.213, -1.089]]}

***

{"formula": "C5H9Br", "method": "ωB97M-V/def2-TZVPD", "relative_energy_kj_mol": 257.6, "total_energy_ha": -2769.7827, "lumo_energy_ev": 0.62, "elements": ["C", "C", "C", "C", "C", "Br", "H", "H", "H", "H", "H", "H", "H", "H", "H"], "coordinates": [[1.161, 0.556, 0.081], [0.319, -0.495, -0.623], [-0.299, 0.615, 0.108], [0.188, -0.508, -2.131], [-1.228, 0.141, 2.263], [0.088, -0.941, 3.047], [1.682, 0.233, 0.973], [1.703, 1.303, -0.485], [0.324, -1.472, -0.157], [-0.958, 1.375, -0.253], [-0.833, -0.276, -2.436], [0.453, -1.481, -2.536], [0.848, 0.239, -2.576], [-2.122, -0.399, 2.009], [-1.326, 1.110, 2.717]]}

***

{"formula": "C5H9Br", "method": "ωB97M-V/def2-TZVPD", "relative_energy_kj_mol": 148.4, "total_energy_ha": -2769.8243, "lumo_energy_ev": 0.78, "elements": ["C", "C", "C", "C", "C", "Br", "H", "H", "H", "H", "H", "H", "H", "H", "H"], "coordinates": [[-1.489, 0.703, -0.580], [0.295, 0.169, 0.189], [1.198, -0.890, 0.382], [0.662, 1.524, 0.721], [0.956, -2.280, -0.099], [2.819, -0.696, 1.373], [-1.697, 0.056, -1.412], [-1.288, 1.724, -0.834], [-2.137, 0.549, 0.267], [1.528, 1.484, 1.376], [-0.159, 1.969, 1.280], [0.902, 2.199, -0.103], [0.094, -2.299, -0.758], [0.765, -2.939, 0.750], [1.820, -2.669, -0.635]]}

***

{"formula": "C5H9Br", "method": "ωB97M-V/def2-TZVPD", "relative_energy_kj_mol": 180.2, "total_energy_ha": -2769.8122, "lumo_energy_ev": 0.75, "smiles": "C=C1C[C@@H]1C.Br", "elements": ["C", "C", "C", "C", "C", "H", "H", "H", "H", "H", "H", "H", "H", "Br", "H"], "coordinates": [[-0.363, -2.048, 0.059], [0.152, -0.796, 0.111], [1.462, -0.447, 0.647], [0.655, 0.528, -0.144], [0.103, 1.789, 0.492], [0.014, -2.810, 0.735], [-1.362, -2.199, -0.520], [2.346, -0.867, 0.116], [1.571, -0.179, 1.694], [1.109, 0.757, -1.098], [-0.738, 2.049, -0.100], [0.980, 2.468, 0.273], [-0.121, 1.917, 1.659], [-3.540, -0.302, -2.174], [-2.267, 0.141, -1.750]]}

***

{"formula": "C5H9Br9N2O4", "method": "ωB97M-V/def2-TZVPD", "relative_energy_kj_mol": 7.2, "total_energy_ha": -23772.2820, "lumo_energy_ev": -0.36, "elements": ["C", "N", "O", "O", "H", "H", "H", "C", "N", "O", "O", "H", "H", "H", "C", "Br", "Br", "Br", "H", "C", "Br", "Br", "Br", "H", "C", "Br", "Br", "Br", "H"], "coordinates": [[1.513, 2.225, 2.574], [0.163, 2.853, 2.601], [-0.583, 2.572, 1.684], [-0.107, 3.540, 3.557], [2.197, 2.840, 3.147], [1.812, 2.142, 1.536], [1.406, 1.245, 3.034], [-0.086, 0.051, -1.078], [-0.010, 1.180, -2.041], [-0.521, 2.225, -1.697], [0.572, 0.997, -3.095], [0.677, 0.246, -0.332], [0.125, -0.865, -1.618], [-1.087, 0.055, -0.659], [-0.511, -4.576, -0.700], [-1.095, -6.370, -1.041], [0.191, -3.758, -2.298], [0.759, -4.493, 0.735], [-1.379, -4.001, -0.416], [4.101, -0.664, -0.050], [6.017, -0.670, -0.032], [3.400, -2.096, -1.128], [3.423, 1.011, -0.637], [3.783, -0.822, 0.969], [-5.057, 1.080, -0.666], [-3.541, 2.168, -1.086], [-5.390, 1.060, 1.232], [-4.850, -0.693, -1.357], [-5.924, 1.518, -1.139]]}

***

{"formula": "C5H9BrO6S", "method": "ωB97M-V/def2-TZVPD", "relative_energy_kj_mol": 88.1, "total_energy_ha": -3619.5032, "lumo_energy_ev": -0.95, "smiles": "O=C(OBr)OCCCCS(=O)(=O)O", "elements": ["O", "C", "O", "Br", "O", "C", "C", "C", "C", "S", "O", "O", "O", "H", "H", "H", "H", "H", "H", "H", "H", "H"], "coordinates": [[2.201, -1.555, 1.374], [1.992, -1.347, 0.200], [1.749, -2.399, -0.635], [2.250, -2.149, -2.388], [1.955, -0.152, -0.401], [1.436, 0.917, 0.401], [0.479, 1.794, -0.369], [-0.976, 1.315, -0.430], [-1.175, -0.160, -0.793], [-1.842, -1.206, 0.507], [-0.885, -2.204, 0.874], [-3.111, -1.680, 0.058], [-2.112, -0.265, 1.754], [2.279, 1.518, 0.719], [0.972, 0.560, 1.314], [0.863, 2.041, -1.351], [0.462, 2.733, 0.175], [-1.441, 1.573, 0.511], [-1.488, 1.904, -1.179], [-0.289, -0.651, -1.167], [-1.922, -0.224, -1.569], [-1.397, -0.360, 2.395]]}